1.
{
  "formula": "C19H34INO7P",
  "method": "ωB97M-V/def2-TZVPD",
  "species": ["H", "H", "H", "H", "H", "H", "C", "O", "H", "C", "C", "P", "O", "H", "C", "C", "H", "H", "H", "C", "O", "H", "H", "C", "H", "H", "I", "H", "H", "C", "H", "C", "H", "H", "H", "C", "H", "C", "H", "O", "N", "C", "H", "O", "H", "C", "O", "H", "C", "H", "C", "C", "O", "H", "H", "H", "H", "C", "H", "H", "C", "C", "H"],
  "positions_angstrom": [[1.202579, -3.254051, 5.834366], [-5.719878, 1.864353, 1.231861], [0.608330, 1.282029, -1.566039], [2.822209, -6.324194, 5.946944], [-0.028713, 5.107433, -2.441890], [-2.907637, 0.722309, 0.808580], [4.718363, -5.451645, 5.263184], [-3.453832, 4.372424, -1.144985], [-5.094740, 0.365160, 1.935360], [-3.728506, 3.705981, -0.181521], [-5.006654, 1.049691, 1.091433], [0.093638, -0.083964, -1.390576], [-1.769880, -1.996349, 0.962692], [1.236909, 4.716637, -4.534900], [-0.724374, -1.867392, -1.164557], [-4.473413, 4.305062, 0.991784], [3.648430, -2.927116, -3.582085], [2.460054, -4.054575, 6.788278], [-4.326212, 3.776171, 1.930162], [1.847767, -0.779223, -1.731485], [-3.436698, 2.404200, -0.178217], [2.197034, -5.110654, 4.467440], [-2.811018, 2.496390, -5.725709], [-2.304699, 3.123934, -4.995881], [4.023035, -5.977447, 7.206211], [-3.243006, 2.066730, 1.875098], [0.929351, -3.149210, 1.188989], [-2.951870, 3.259595, -4.129516], [2.807958, -2.521439, 6.006241], [2.734312, -4.177107, 4.638717], [-5.536368, 4.329717, 0.756388], [2.270906, -3.462903, 5.891071], [1.386091, -2.154484, -3.301805], [-5.292701, 0.524442, 0.180364], [2.796506, 0.446862, -0.263811], [0.165465, 4.521858, -4.500558], [-2.128932, 4.089227, -5.467017], [-3.585371, 1.559246, 0.971764], [2.541612, -3.547009, 3.774216], [5.893037, -5.650718, 5.120183], [4.528752, -1.710818, -2.182361], [-0.469283, 5.357849, -3.406271], [0.421633, -0.015307, 0.047837], [-1.024296, 1.222717, -4.399862], [-0.201194, -2.672427, -1.678708], [3.883820, -6.317719, 6.181215], [0.045130, 3.130701, -4.232871], [-0.191555, -0.125702, -2.792316], [2.938681, -0.302605, -1.029343], [-0.316262, 6.421412, -3.600502], [-1.048426, 2.407681, -4.550714], [2.163665, -1.733171, -2.681035], [4.150400, -4.400830, 4.654742], [-1.224261, 0.500161, -1.089751], [-1.718868, -1.806819, -1.591861], [5.025312, -0.339970, -0.736222], [4.239056, -7.341878, 6.096004], [4.198432, -0.768614, -1.295051], [-4.118185, 5.322884, 1.135734], [-1.540122, 5.172686, -3.324466], [3.457595, -2.153687, -2.843454], [-0.830901, -2.209943, 0.249443], [-0.228203, 4.763430, -5.490961]],
  "forces_ev_per_angstrom": [[0.00, 0.02, -0.04], [0.02, 0.00, 0.08], [0.18, -0.04, 0.07], [0.00, 0.12, 0.10], [0.05, -0.01, -0.02], [0.08, 0.09, -0.18], [-0.12, 0.01, 0.26], [0.03, 0.07, -0.16], [0.03, -0.03, -0.02], [-0.23, -0.06, 0.10], [-0.12, 0.14, -0.03], [0.36, 1.67, 0.06], [0.75, -0.07, 0.01], [0.03, -0.12, 0.01], [0.31, -1.61, 0.22], [0.33, 0.08, 0.33], [0.12, -0.06, -0.05], [-0.07, -0.04, -0.01], [-0.12, -0.09, -0.05], [-0.07, -0.11, 0.24], [0.23, -0.01, -0.09], [0.03, -0.01, 0.03], [-0.04, -0.13, 0.14], [0.06, 0.15, -0.39], [0.01, 0.01, 0.01], [-0.05, 0.08, -0.04], [0.24, -0.05, -0.09], [0.03, 0.00, 0.04], [-0.04, 0.03, -0.07], [-0.22, 0.13, 0.14], [-0.01, -0.01, -0.02], [0.09, -0.06, 0.15], [-0.11, -0.12, -0.14], [0.07, -0.07, 0.02], [-0.02, 0.15, 0.15], [-0.09, 0.22, 0.12], [-0.02, 0.04, 0.15], [-0.09, -0.25, 0.06], [0.17, -0.02, -0.07], [0.15, 0.01, -0.05], [-0.89, 0.33, 0.11], [-0.12, -0.01, 0.01], [0.07, -0.14, -0.01], [0.00, -0.03, -0.39], [0.39, 0.23, -0.08], [-0.25, -0.27, -0.28], [0.34, -0.14, -0.16], [-0.13, -0.58, 0.01], [-0.52, 0.22, 0.12], [0.03, -0.01, -0.01], [-0.35, 0.16, 0.30], [-0.66, 0.22, 0.06], [0.08, 0.04, -0.25], [-0.09, -0.26, 0.01], [-0.27, 0.27, 0.13], [0.14, -0.06, 0.04], [0.17, 0.05, 0.09], [1.28, 0.20, 0.43], [-0.09, 0.05, -0.17], [-0.01, 0.02, -0.01], [0.73, -0.88, -0.78], [-1.78, 0.54, -0.13], [-0.05, 0.00, 0.03]],
  "lowdin_charge": [0.08, 0.06, -0.04, 0.07, 0.09, 0.11, -0.54, 0.09, 0.08, -0.54, -0.06, 0.43, -0.05, 0.12, -0.37, 0.01, 0.09, 0.06, 0.07, -0.36, 0.01, 0.11, 0.09, 0.01, 0.09, 0.11, 0.71, 0.09, 0.08, -0.25, 0.09, -0.06, 0.09, 0.08, 0.09, -0.25, 0.06, -0.22, 0.05, 0.10, 0.04, -0.06, -0.03, 0.09, 0.05, 0.01, 0.00, -0.03, -0.13, 0.08, -0.52, -0.11, 0.01, -0.05, 0.07, 0.09, 0.09, -0.20, 0.09, 0.06, -0.20, -0.91, 0.11],
  "charge": -1,
  "relative_energy_kj_mol": 0.0,
  "homo_ha": -0.1537
}

---

2.
{
  "formula": "C19H34N2O4S",
  "method": "ωB97M-V/def2-TZVPD",
  "species": ["C", "H", "C", "O", "H", "C", "H", "O", "N", "C", "H", "C", "C", "H", "H", "H", "H", "H", "O", "C", "C", "C", "H", "H", "C", "C", "H", "H", "H", "C", "H", "H", "H", "O", "H", "C", "C", "C", "H", "H", "H", "H", "N", "H", "H", "C", "H", "C", "H", "S", "H", "H", "H", "H", "H", "H", "H", "C", "C", "H"],
  "positions_angstrom": [[-0.452297, -3.923656, -3.360084], [0.487535, -3.625022, -1.451888], [0.481798, 3.581216, 0.075915], [-0.389007, 3.768061, 0.893171], [-0.576036, -0.393031, 4.115441], [-2.487198, -3.895930, -1.151056], [0.606988, -5.263614, -2.050676], [1.098862, 4.524172, -0.618714], [-1.246767, -2.083367, -0.085253], [2.406200, 1.930568, -0.031350], [1.498592, -1.175953, 1.833690], [-1.526116, -2.839997, -3.264157], [0.742615, -1.881950, 2.173071], [0.991929, -2.194064, 3.184739], [0.041964, 0.679594, 2.866742], [-1.640215, -5.803384, -1.567259], [0.804775, 2.104885, -1.438903], [2.650548, 0.928126, -0.389272], [-3.388051, -2.405907, 0.496919], [0.822375, 5.869270, -0.248824], [-0.725684, -0.056831, 3.091680], [-2.773031, -3.372594, -2.567230], [1.351307, 6.103506, 0.677945], [-0.249568, 6.010060, -0.099596], [-1.059925, -0.884892, 0.695692], [0.780124, -3.398537, -4.091211], [-0.629151, 1.649872, 0.932882], [1.432915, 4.496916, 3.975038], [-1.796302, -2.508627, -4.269819], [-0.010177, -0.056543, -0.043078], [1.545763, -4.168625, -4.156920], [3.007049, 2.655334, -0.581684], [1.195303, -2.543859, -3.560722], [0.715452, -0.550304, -0.887835], [-3.537652, -2.594579, -2.512992], [2.723496, 2.021020, 1.452034], [-2.421767, -2.732128, -0.167971], [-0.072849, -4.411596, -1.961605], [-3.179356, -4.195284, -3.161653], [3.743811, 1.683089, 1.634069], [-1.127588, -1.973261, -2.733876], [-0.484083, -2.289844, -0.714915], [0.051743, 1.238557, 0.306605], [-1.379297, -1.992946, 2.472881], [0.406997, 3.442277, 2.978577], [-0.645952, -1.249082, 2.143666], [1.669069, 2.737995, 4.048674], [0.923847, 2.186407, -0.349980], [2.035425, 1.418632, 2.041873], [2.619358, 3.741323, 2.078038], [-1.701200, 0.420588, 3.033188], [0.778226, -2.755456, 1.527156], [-2.014348, -0.344326, 0.734872], [0.522188, -3.083813, -5.099928], [-0.987082, -5.052489, -0.115141], [-3.368196, -4.462867, -0.827632], [-0.866059, -4.768651, -3.923434], [1.397376, 3.571879, 3.408646], [-1.289507, -4.856687, -1.146770], [1.186207, 6.491981, -1.061457]],
  "forces_ev_per_angstrom": [[0.27, 0.32, 0.07], [0.13, 0.02, 0.01], [-0.26, -0.37, -0.04], [-0.09, 0.16, -0.11], [0.01, 0.03, 0.11], [-0.26, -0.12, -0.01], [0.08, 0.07, 0.05], [0.10, -0.19, -0.34], [0.61, 0.27, -0.13], [-0.12, -0.01, 0.08], [0.15, 0.08, -0.01], [-0.14, -0.36, -0.15], [-0.28, 0.00, 0.02], [0.06, -0.03, 0.08], [0.09, 0.12, 0.03], [-0.01, -0.02, 0.04], [-0.03, 0.06, 0.15], [0.00, 0.09, -0.06], [-0.33, 0.17, 0.21], [-0.20, 0.28, 0.21], [-0.04, -0.25, -0.08], [0.03, 0.19, 0.06], [-0.04, -0.02, -0.06], [0.12, 0.02, -0.04], [-0.24, -0.27, 0.20], [-0.24, -0.20, 0.04], [0.01, -0.14, -0.07], [-0.03, 0.05, 0.11], [0.04, 0.08, -0.01], [-0.41, 0.06, 0.27], [0.14, -0.05, -0.03], [0.03, -0.04, -0.07], [0.07, 0.12, 0.06], [0.29, -0.17, -0.33], [-0.08, -0.07, -0.03], [0.14, 0.43, 0.06], [-0.04, -0.49, -0.17], [-0.24, -0.21, -0.17], [-0.05, -0.01, -0.01], [-0.10, -0.13, 0.03], [0.06, 0.10, -0.02], [-0.18, 0.00, 0.05], [-0.09, 0.46, 0.15], [0.00, 0.07, -0.11], [-0.03, -0.02, 0.11], [0.13, 0.16, -0.01], [-0.03, -0.01, 0.13], [0.35, -0.05, -0.20], [0.04, -0.10, 0.02], [0.12, -0.18, 0.28], [-0.13, 0.12, 0.03], [0.08, -0.11, -0.07], [0.14, -0.03, -0.02], [0.02, 0.06, -0.13], [-0.03, -0.11, 0.00], [0.14, 0.17, 0.03], [-0.04, -0.02, 0.02], [0.22, -0.05, -0.38], [0.09, 0.10, 0.10], [0.00, -0.05, 0.03]],
  "lowdin_charge": [-0.38, 0.10, -0.52, 0.08, 0.08, -0.23, 0.12, -0.04, 0.12, -0.18, 0.07, -0.17, -0.05, 0.08, 0.05, 0.12, 0.17, 0.11, 0.07, -0.04, -0.06, -0.14, 0.08, 0.10, -0.19, -0.07, 0.13, 0.03, 0.12, -0.42, 0.08, 0.12, 0.08, 0.07, 0.12, -0.44, -0.46, -0.17, 0.12, 0.07, 0.11, 0.09, 0.13, 0.14, 0.02, -0.35, 0.04, -0.20, 0.06, 0.86, 0.09, 0.08, 0.16, 0.08, 0.12, 0.14, 0.14, -0.38, -0.14, 0.10],
  "relative_energy_kj_mol": 8.7,
  "smiles": "COC(=O)[C@@H](CCSC)NC(=O)[C@@H](NC(=O)[C@H]1CC[C@@H](C)CC1)C(C)C",
  "homo_ha": -0.3224
}

---

3.
{
  "formula": "C19H34N4O6Rh",
  "method": "ωB97M-V/def2-TZVPD",
  "species": ["H", "H", "H", "C", "C", "O", "O", "N", "H", "H", "H", "H", "C", "H", "C", "C", "H", "O", "C", "H", "H", "C", "O", "H", "C", "H", "C", "H", "C", "Rh", "H", "C", "H", "C", "H", "H", "C", "H", "O", "H", "H", "H", "H", "H", "H", "C", "H", "H", "O", "H", "C", "H", "C", "N", "C", "H", "H", "H", "C", "C", "H", "H", "N", "N"],
  "positions_angstrom": [[0.223234, -1.910849, 0.688630], [-0.153209, -0.100838, 4.532626], [-4.849231, -1.034516, 0.068430], [-1.303720, 0.089748, -3.150684], [-3.253572, 1.940658, 0.393866], [-1.056160, -1.144350, -2.469073], [-3.971247, 3.409753, 2.054785], [1.647816, 1.049747, 2.924393], [2.452676, -0.559071, 4.037631], [-0.432338, -3.651567, -1.704080], [-5.284964, 1.345790, 0.736160], [1.269159, 2.831674, 1.849275], [2.192865, -2.912715, -1.252396], [2.734030, -3.674247, -1.819856], [1.975341, 2.441114, 2.572877], [3.118539, -1.763497, -0.956764], [-0.165671, -2.772598, 2.030760], [2.325489, -0.642715, -0.451901], [2.797477, 0.670623, -0.859091], [0.548935, -3.979656, -3.149466], [-1.726723, -0.085016, -4.141276], [-0.151309, -1.038112, 3.987615], [0.566057, 0.794650, 0.965657], [2.991425, 2.500902, 2.181979], [-4.058500, -0.297068, 0.074440], [-1.392764, -1.596529, 1.526878], [2.124429, 1.018486, -2.153812], [-0.169941, -1.894534, -4.199215], [-0.019550, 0.861083, -3.274218], [0.164410, -0.391573, -0.510965], [1.811329, -3.383822, -0.337518], [-3.495958, 3.331950, 0.949817], [1.919360, 3.041427, 3.479018], [-0.725782, -2.257375, -3.332850], [-2.535393, -1.700833, -0.507766], [3.852406, -2.018971, -0.193928], [-1.991375, 1.497908, 0.055970], [3.628508, -1.441377, -1.864329], [1.147978, -2.333416, -2.009387], [3.390889, 0.935569, 4.039037], [-1.175366, -1.410692, 3.967285], [3.882624, 0.669273, -0.950165], [-1.646425, -2.737968, -3.664007], [-2.922364, 4.270668, -0.803346], [0.676179, 0.350490, -3.938267], [0.854090, 0.329492, 2.163869], [-3.293647, 5.300590, 0.527161], [2.369252, 0.286775, -2.923700], [0.652631, 0.956144, -1.949554], [-1.137699, 2.160588, 0.063514], [2.384923, 0.522999, 4.084741], [-2.041713, 0.637726, -2.574595], [-2.769630, -0.679759, -0.241148], [-1.757689, 0.200861, -0.232458], [0.134082, -3.189031, -2.521439], [2.506973, 1.357017, -0.069948], [1.931265, 0.832727, 5.024444], [0.480272, -1.767943, 4.489734], [-4.299653, 1.021121, 0.423782], [-0.324246, -1.751026, 1.671316], [-0.178375, 1.880086, -3.623890], [2.361714, 2.022395, -2.503427], [-3.107366, 4.371190, 0.178263], [0.275222, -0.809563, 2.590567]],
  "forces_ev_per_angstrom": [[0.12, 0.36, -0.12], [0.03, 0.04, 0.02], [0.00, 0.00, -0.01], [-0.06, 0.06, 0.06], [-0.08, -0.10, 0.06], [0.19, 0.03, 0.18], [0.01, -0.04, -0.01], [0.08, 0.10, -0.06], [-0.03, -0.02, -0.01], [0.04, 0.00, 0.01], [0.00, 0.00, 0.00], [-0.01, 0.01, 0.01], [0.02, -0.07, 0.01], [-0.01, -0.02, 0.01], [-0.01, -0.01, 0.03], [0.05, 0.07, 0.05], [-0.06, 0.01, 0.08], [-0.17, 0.07, 0.00], [-0.12, -0.03, 0.11], [0.01, 0.01, -0.02], [0.05, -0.02, -0.03], [0.08, 0.02, 0.04], [0.48, 0.17, 0.17], [0.00, -0.02, 0.00], [0.04, -0.05, -0.01], [0.07, -0.05, 0.11], [-0.04, -0.10, 0.01], [0.01, 0.00, 0.01], [0.07, -0.08, 0.04], [-0.67, -0.46, -0.14], [-0.04, 0.03, -0.01], [0.06, 0.11, -0.12], [0.00, -0.01, 0.01], [-0.02, -0.06, -0.03], [0.01, 0.01, -0.03], [0.04, 0.01, -0.02], [0.01, -0.08, 0.02], [-0.03, -0.02, -0.03], [0.06, -0.02, -0.04], [0.01, -0.01, -0.02], [0.00, 0.01, 0.00], [0.01, -0.02, -0.10], [-0.01, 0.02, -0.01], [-0.06, -0.01, -0.05], [-0.01, -0.01, -0.02], [-0.37, -0.07, 0.02], [-0.03, 0.02, -0.02], [0.02, 0.02, -0.02], [0.05, -0.01, 0.05], [0.00, 0.02, -0.04], [-0.08, -0.01, 0.07], [-0.08, 0.03, 0.01], [-0.08, 0.00, -0.05], [0.20, 0.15, -0.11], [0.00, 0.02, 0.03], [0.08, 0.01, 0.02], [-0.03, 0.00, -0.01], [0.02, 0.00, 0.00], [-0.03, 0.05, 0.02], [-0.02, 0.07, -0.27], [-0.01, 0.02, 0.03], [-0.01, 0.03, 0.05], [0.09, -0.02, 0.15], [0.20, -0.16, -0.07]],
  "lowdin_charge": [0.07, 0.11, 0.14, -0.14, -0.08, -0.23, 0.13, -0.08, 0.10, 0.14, 0.16, 0.09, -0.15, 0.16, 0.02, -0.08, 0.14, -0.24, -0.11, 0.16, 0.16, 0.02, -0.16, 0.11, 0.03, 0.09, -0.07, 0.15, -0.06, 1.35, 0.14, -0.51, 0.12, -0.10, 0.13, 0.16, -0.03, 0.15, -0.21, 0.11, 0.11, 0.16, 0.16, 0.11, 0.14, -0.39, 0.14, 0.14, -0.23, 0.13, 0.01, 0.12, -0.11, -0.08, -0.13, 0.12, 0.11, 0.11, 0.08, -0.02, 0.16, 0.17, 0.20, -0.09],
  "charge": 3,
  "relative_energy_kj_mol": 0.0,
  "homo_ha": -0.6457
}